Record 1
CH6NO | ωB97M-V/def2-TZVPD

E_HOMO = -16.69 eV
Charge = +1
E_LUMO = -5.81 eV

Geometry as XYZ:
```
9
Properties=species:S:1:pos:R:3:forces:R:3:mulliken_charge:R:1
C 1.4632 0.8108 -0.4259 1.542 -1.653 0.321 -0.02
H -1.5664 -1.9486 -0.3812 -0.172 -0.055 0.286 0.36
H 1.9819 -0.0830 -0.8323 -0.921 0.745 -0.906 0.26
H 2.0566 1.7335 -0.3987 -0.496 -0.224 0.410 0.29
N 0.4062 0.6197 0.2531 0.095 1.691 0.926 -0.05
H 0.2601 1.2995 1.0129 -0.735 0.099 -0.783 0.31
H -0.3249 -0.1121 0.1785 0.294 -0.851 0.202 0.23
O -1.6988 -1.3451 0.3667 0.530 0.298 -0.546 -0.74
H -2.5778 -0.9746 0.2268 -0.137 -0.050 0.092 0.36
```
Forces are in eV/Å.



Record 2
CH6NO | ωB97M-V/def2-TZVPD

E_HOMO = -16.69 eV
Charge = +1
E_LUMO = -5.34 eV

Geometry as XYZ:
```
9
Properties=species:S:1:pos:R:3:forces:R:3:mulliken_charge:R:1
C -0.1297 1.5141 -0.0732 0.248 -0.570 -0.148 -0.07
H -0.1422 2.4999 -0.4998 -0.147 0.427 0.202 0.29
O -0.0964 -1.6942 0.7246 -0.430 -0.341 -0.451 -0.68
N 0.2989 0.5751 -0.8040 0.097 -0.958 -0.960 -0.06
H 0.3199 -0.4218 -0.5283 -0.150 0.246 0.869 0.30
H 0.2339 -1.9532 1.5851 0.283 0.024 0.330 0.32
H -0.6184 -2.4638 0.4413 0.142 0.319 0.014 0.33
H -0.4420 1.2546 0.9306 -0.077 0.253 0.052 0.28
H 0.5760 0.6894 -1.7762 0.034 0.599 0.092 0.29
```
Forces are in eV/Å.



Record 3
CH6NO2 | ωB97M-V/def2-TZVPD

E_HOMO = -3.04 eV
Charge = -1
E_LUMO = 4.80 eV

Geometry as XYZ:
```
10
Properties=species:S:1:pos:R:3:forces:R:3:mulliken_charge:R:1
N 0.4303 -1.3671 -0.4171 -0.097 0.045 0.365 -0.68
O 0.4923 2.4385 -0.8126 0.270 -0.259 -0.384 -0.74
H -1.0014 -1.3807 1.1577 -0.075 0.139 0.011 0.23
O -0.4576 0.5463 0.6965 0.247 -0.066 -0.128 -0.86
H -1.5937 -0.7783 -0.4104 0.030 0.099 -0.009 0.15
H 0.9086 2.9651 -0.1282 -0.060 -0.150 0.156 0.25
H 0.2601 1.5476 -0.3678 -0.423 0.632 0.309 0.45
H 1.2347 -0.9588 0.0495 0.133 0.343 -0.090 0.23
H 0.4689 -2.3227 -0.0743 -0.145 -0.294 -0.166 0.22
C -0.7422 -0.6899 0.3067 0.121 -0.488 -0.065 -0.26
```
Forces are in eV/Å.



Record 4
CH6NO2 | ωB97M-V/def2-TZVPD

E_HOMO = -3.06 eV
Charge = -1
E_LUMO = 4.76 eV

Geometry as XYZ:
```
10
Properties=species:S:1:pos:R:3:forces:R:3:mulliken_charge:R:1
H -1.1045 -1.9183 -0.2933 -0.670 -0.704 0.604 0.26
H 0.4896 1.1486 1.1403 0.408 0.101 -0.414 0.41
N -0.4476 0.5246 -0.0078 -1.270 -0.376 -0.441 -0.67
H 0.0014 -0.2106 -1.9776 0.346 0.350 -0.146 0.16
H -1.2332 1.0618 -0.3741 0.095 0.142 -0.017 0.03
C -0.0729 -0.4244 -0.9121 0.083 -0.169 0.348 -0.30
O -1.0818 -1.7527 -1.2305 0.910 1.235 0.590 -0.70
H 1.3868 0.8908 2.3934 -0.039 0.629 -0.537 0.28
O 1.2646 1.5576 1.6878 -0.105 -0.710 0.928 -0.80
H 0.7976 -0.8774 -0.4261 0.242 -0.499 -0.915 0.33
```
Forces are in eV/Å.



Record 5
CH6NO2P | ωB97M-V/def2-TZVPD

E_HOMO (alpha / beta) = -8.70 / -8.70 eV
SMILES string = NC[P@@H](=O)O
E_LUMO (alpha / beta) = 0.54 / 0.54 eV

Geometry as XYZ:
```
11
Properties=species:S:1:pos:R:3:forces:R:3:mulliken_charge:R:1
H -1.8100 0.0530 1.1516 -0.010 0.152 -1.029 0.21
H -0.6200 -0.3108 -1.5500 0.289 0.081 -0.806 0.31
H -0.7066 -1.6713 -0.4315 -0.507 -1.098 -0.243 0.26
H -2.1665 0.7937 -0.3889 -0.354 0.727 0.082 0.20
H 1.8783 1.8149 -0.1906 0.801 -0.401 -0.155 0.34
C -0.6870 -0.6122 -0.5321 1.489 0.308 2.106 -0.40
O 1.0931 1.3444 0.0649 -1.264 0.511 0.026 -0.46
P 0.9713 -0.2258 0.2931 6.679 -1.544 -2.264 0.56
H 0.9420 -0.2106 1.7096 -0.671 -0.570 -0.279 0.06
O 2.8135 -1.0687 -0.2604 -5.977 2.431 1.629 -0.67
N -1.7080 0.0936 0.1344 -0.475 -0.596 0.934 -0.42
```
Forces are in eV/Å.



Record 6
CH6NO4 | ωB97M-V/def2-TZVPD

E_HOMO = -4.80 eV
Charge = -1
E_LUMO = 4.14 eV

Geometry as XYZ:
```
12
Properties=species:S:1:pos:R:3:forces:R:3:mulliken_charge:R:1
N -1.9056 -0.2927 -0.8576 3.942 1.536 -1.290 -0.62
H -2.6095 0.2035 -0.4216 -2.066 0.517 0.883 0.24
H -1.8084 -1.2430 -0.7087 -0.361 -2.111 0.599 0.24
C -0.7012 0.3887 -0.3159 0.842 -1.897 1.553 0.69
H 2.2833 -0.8167 -0.8954 -1.191 -0.221 0.814 0.32
H 2.8837 0.0557 -1.8801 -0.625 1.760 -2.531 0.28
O -0.8889 1.5688 -0.0601 -0.345 1.691 -0.322 -0.72
H -0.5599 0.8213 1.7362 -0.823 2.172 -1.551 0.34
O 3.1036 -0.4038 -1.1251 1.725 -1.401 1.857 -0.62
H 0.2376 -0.2835 1.9670 0.405 -0.595 -0.074 0.36
O -0.3800 0.2633 2.4499 0.187 -1.202 2.791 -0.68
O 0.3453 -0.2617 0.1113 -1.689 -0.248 -2.729 -0.83
```
Forces are in eV/Å.



Sequential max |F| output: 2.28; 1.36; 0.82; 1.64; 7.22; 4.42 eV/A
Sequential energy above the lowest of the compared OMol25 structures with the same formula, charge and spin output: 14.66; 3.00; 7.41; 24.92; 117.90; 26.40 kcal/mol